{
  "formula": "C29H52BF2N3O3PS2",
  "method": "wB97M-V/def2-TZVPD",
  "charge": -1,
  "e_homo_ha": -0.128,
  "species": ["C", "C", "C", "C", "N", "C", "C", "C", "C", "P", "N", "O", "C", "N", "C", "C", "O", "C", "B", "C", "O", "C", "S", "S", "C", "C", "C", "H", "H", "H", "H", "H", "H", "H", "H", "H", "H", "H", "H", "H", "H", "H", "H", "H", "H", "H", "H", "H", "H", "H", "H", "H", "H", "H", "H", "H", "H", "H", "H", "H", "H", "H", "H", "H", "H", "H", "H", "H", "H", "F", "C", "C", "C", "C", "C", "C", "H", "H", "H", "H", "H", "F", "C", "C", "C", "C", "C", "C", "H", "H", "H", "H", "H"],
  "xyz": [[1.29916, 4.55095, -4.38325], [1.07916, 3.05588, -4.09926], [-0.38040, 2.59163, -4.24341], [-1.15727, 2.49066, -2.91833], [-1.45171, 1.09516, -2.58063], [-0.18685, 0.37316, -2.25112], [-0.30857, -0.93862, -1.49968], [1.08244, -1.53151, -1.22731], [1.11241, -2.35028, 0.06139], [2.80922, -3.11986, 0.59206], [4.42813, -3.95605, 1.02222], [3.68042, -2.46087, -0.83997], [2.11800, -3.89301, 2.22020], [0.68589, -3.79903, 2.53646], [0.42633, -3.61682, 3.95132], [2.33044, -4.65935, -0.48694], [1.26313, -5.41942, 0.09941], [0.56865, -6.19474, -0.83453], [3.41629, -1.41077, 1.43142], [4.55940, -1.23951, 2.52118], [2.86525, -0.17167, 1.01752], [-2.42996, 0.94889, -1.58328], [-3.57591, -0.19857, -1.63816], [-2.31047, 2.12257, -0.23408], [-2.81635, 1.09775, 1.18265], [-4.25958, 1.26689, 1.66063], [-4.83236, -0.01037, 2.29826], [1.91539, 5.02623, -3.61948], [1.79166, 4.71261, -5.34346], [0.35154, 5.09306, -4.41625], [1.42784, 2.82767, -3.09020], [1.70725, 2.45908, -4.76316], [-0.91095, 3.28882, -4.89686], [-0.42311, 1.61838, -4.73266], [-2.10883, 3.02046, -3.00150], [-0.58136, 2.96331, -2.10804], [0.32361, 0.18816, -3.19913], [0.44704, 1.05657, -1.66557], [-0.92433, -1.63730, -2.07282], [-0.81747, -0.78173, -0.54406], [1.37744, -2.16213, -2.06969], [1.82058, -0.73003, -1.15894], [0.74515, -1.72017, 0.88423], [0.37349, -3.15565, -0.01247], [5.21207, -3.34642, 0.82092], [4.50943, -4.24710, 1.98976], [4.22408, -3.16761, -1.20143], [2.44771, -4.94187, 2.23258], [2.66463, -3.39715, 3.03416], [0.24428, -4.65315, 2.22171], [0.88413, -4.38222, 4.60448], [-0.65090, -3.61180, 4.14141], [0.82029, -2.64738, 4.26964], [3.18846, -5.32374, -0.63528], [2.00175, -4.28332, -1.46595], [-0.19285, -5.60048, -1.36242], [0.06826, -7.01425, -0.31110], [1.24000, -6.62638, -1.58809], [4.84077, -2.16102, 3.02885], [5.46031, -0.82241, 2.05203], [4.23945, -0.49892, 3.26426], [1.95450, -0.07414, 1.30185], [-2.61883, 0.06277, 0.90966], [-2.10052, 1.37130, 1.96019], [-4.30100, 2.09189, 2.37544], [-4.87535, 1.56001, 0.81293], [-5.17261, 0.15699, 3.32068], [-4.08785, -0.80784, 2.33429], [-5.67685, -0.39389, 1.72549], [-10.76198, 1.80277, -1.19343], [-9.42356, 1.99167, -1.11812], [-8.95165, 3.25094, -0.80865], [-7.57727, 3.43742, -0.73904], [-6.70965, 2.37970, -0.97263], [-7.21809, 1.12269, -1.27220], [-8.58865, 0.91870, -1.35517], [-9.64977, 4.05788, -0.63321], [-7.18453, 4.41799, -0.50235], [-5.63825, 2.52888, -0.93092], [-6.53502, 0.30588, -1.46603], [-9.00968, -0.04843, -1.59325], [4.23255, 4.35000, 4.34894], [4.88639, 3.83342, 3.27959], [4.28150, 2.83165, 2.54971], [4.95796, 2.31018, 1.45556], [6.21670, 2.79229, 1.11992], [6.80103, 3.79937, 1.87581], [6.13484, 4.33475, 2.97043], [3.30664, 2.46007, 2.83423], [4.48718, 1.51884, 0.88635], [6.74155, 2.37755, 0.26945], [7.78387, 4.17329, 1.61732], [6.56473, 5.12019, 3.57691]]
}